Record 1
Molecular formula: C4H7NO2
Method: DFT, the ωB97M-V functional and the def2-TZVPD basis

Structure (XYZ):
```
14
Properties=species:S:1:pos:R:3:forces:R:3
H 1.037 -1.656 -1.985 -0.61 -0.29 0.26
N 1.128 -1.499 -0.981 0.61 0.79 0.03
C 0.596 -0.405 -0.651 0.57 0.48 -0.28
C -0.274 0.462 -1.567 0.40 0.05 0.14
O 1.113 0.235 0.498 -0.25 0.83 0.18
C 0.379 0.390 1.779 0.11 -0.70 -0.62
C -0.992 -0.121 1.392 -0.03 0.06 0.00
O -1.069 -1.163 0.797 -1.06 -0.13 0.70
H 0.449 0.898 -2.264 -0.20 0.17 -0.05
H -1.017 -0.092 -2.158 0.34 -0.08 0.41
H -0.774 1.292 -1.059 0.13 -0.20 0.07
H 0.967 -0.296 2.389 -0.59 -0.08 0.48
H 0.311 1.374 2.342 0.53 -0.61 -1.59
H -1.854 0.578 1.469 0.05 -0.28 0.27
```
Forces are in eV/Å.

Summary:
Energy above the lowest of the compared OMol25 structures with the same formula, charge and spin, eV: 3.168
SMILES string: [H]/N=C(\C)OCC=O
HOMO-LUMO gap, eV: 10.16


Record 2
Molecular formula: C3H7Br2NO2
Method: DFT, the ωB97M-V functional and the def2-TZVPD basis

Structure (XYZ):
```
15
Properties=species:S:1:pos:R:3:forces:R:3
C 0.101 -1.139 1.677 1.15 0.10 0.18
N 0.283 -2.222 0.711 -1.07 -2.79 -3.01
O 1.420 -2.645 0.459 -1.59 1.01 0.86
O -0.738 -2.673 0.122 2.07 1.25 1.72
H 1.131 -0.804 1.798 -0.25 0.36 0.48
H -0.303 -1.546 2.604 -0.13 0.12 -0.23
H -0.495 -0.358 1.206 -0.25 -0.97 0.91
Br -1.037 -0.224 -2.472 0.83 1.24 0.14
C 0.041 1.400 -1.847 0.43 -1.86 1.22
C -0.352 1.481 -0.354 -0.93 2.01 -0.89
Br 0.656 3.007 0.548 -0.53 -1.23 -0.52
H -0.081 2.239 -2.533 -0.64 -0.04 0.54
H 1.095 1.125 -1.861 -0.12 -0.30 -0.43
H -0.324 0.569 0.241 0.95 0.87 -1.08
H -1.396 1.791 -0.299 0.08 0.23 0.11
```
Forces are in eV/Å.

Summary:
Energy above the lowest of the compared OMol25 structures with the same formula, charge and spin, eV: 0.859
SMILES string: C[N+](=O)[O-].BrCCBr
HOMO-LUMO gap, eV: 10.36


Record 3
Molecular formula: C7H11EuO5
Method: DFT, the ωB97M-V functional and the def2-TZVPD basis

Structure (XYZ):
```
24
Properties=species:S:1:pos:R:3:forces:R:3
O -0.185 -2.001 -1.628 -1.03 -1.71 -0.07
C -1.380 -1.877 -1.413 -0.11 -0.08 0.43
C -1.986 -0.473 -1.422 -0.84 -0.02 -0.09
O -1.234 0.344 -2.214 -4.95 0.32 -0.81
C 0.119 0.324 1.540 -0.24 0.25 0.31
C 1.563 -0.078 1.321 0.17 -0.06 0.55
O 1.975 0.385 0.026 1.42 0.35 3.01
C 3.392 0.363 -0.150 0.52 0.18 0.07
H -1.994 -2.750 -1.130 0.05 0.08 -0.12
H -0.316 -0.256 2.365 0.12 0.17 -0.08
H 0.020 1.398 1.732 0.02 -0.15 0.04
H 2.199 0.377 2.091 -0.19 -0.14 -0.07
H 1.681 -1.171 1.353 -0.04 0.19 0.04
H 3.710 1.376 -0.415 0.09 -0.22 0.01
H 3.874 0.067 0.790 0.03 0.03 -0.39
H 3.663 -0.344 -0.946 -0.03 0.13 0.21
O -0.519 0.004 0.316 -0.05 -0.44 0.34
C -1.903 0.029 0.072 -0.45 -0.27 0.35
C -2.461 1.434 0.119 -0.17 0.73 -0.39
O -1.799 2.415 -0.118 -0.20 -0.76 0.44
Eu 0.639 0.107 -1.672 5.44 1.26 -3.66
H -2.454 -0.622 0.770 0.14 0.09 -0.12
H -3.551 1.487 0.325 0.19 0.10 -0.08
H -3.050 -0.539 -1.712 0.11 -0.03 0.09
```
Forces are in eV/Å.

Summary:
Energy above the lowest of the compared OMol25 structures with the same formula, charge and spin, eV: 0.456
⟨S²⟩: 15.7603
Total charge: +1
Spin multiplicity: 8
HOMO-LUMO gap (alpha / beta), eV: 6.80 / 9.65


Number 1: calculated total energy -361.7644 Eh, F_max 0.0347 Eh/bohr. Number 2: calculated total energy -5471.6377 Eh, F_max 0.0825 Eh/bohr. Number 3: calculated total energy -1359.5552 Eh, F_max 0.1298 Eh/bohr.